Entry 1:
{"formula": "C3H3NS", "method": "the ωB97M-V functional and the def2-TZVPD basis", "lumo_energy_ev": [0.74, -2.79], "orbital_gap_ev": [7.42, 8.16], "multiplicity": 3, "e_tot_ev": -15479.9855, "homo_ev": [-6.68, -10.94], "total_charge": 0, "species": ["C", "C", "C", "N", "S", "H", "H", "H"], "positions_angstrom": [[-1.13023, 1.83131, 0.52517], [1.19261, -0.62372, -0.10068], [0.21329, -1.38962, -0.42509], [-2.20522, 1.85432, 0.08430], [2.49626, 0.06644, 0.34334], [-0.09388, 1.66108, 0.66146], [0.12985, -1.73015, -1.42942], [-0.60269, -1.66965, 0.34093]], "atomic_forces_ev_per_a": [[-2.117, -0.295, -1.595], [1.470, 0.863, 0.652], [-3.551, -1.572, 0.894], [1.713, 0.151, 1.116], [1.649, 1.174, 0.542], [0.404, 0.153, 0.508], [-0.514, -0.667, -0.828], [0.947, 0.194, -1.289]], "lowdin_charge": [-0.080, -0.802, -0.062, 0.056, 0.728, 0.008, 0.052, 0.100]}

Entry 2:
{"formula": "C5H10O", "method": "the ωB97M-V functional and the def2-TZVPD basis", "lumo_energy_ev": [0.54, 0.54], "orbital_gap_ev": [6.91, 6.91], "e_tot_ev": -7389.5955, "homo_ev": [-6.37, -6.37], "total_charge": 0, "species": ["C", "C", "C", "C", "C", "O", "H", "H", "H", "H", "H", "H", "H", "H", "H", "H"], "positions_angstrom": [[0.00377, -0.24234, -1.64393], [-0.05004, -0.23235, -0.14291], [-1.34632, -0.68980, 0.45317], [1.20167, -0.30548, 0.65825], [0.71978, 0.93864, 1.33519], [0.28749, 1.69936, 0.07654], [-0.91480, 0.14880, -2.08756], [0.85892, 0.31423, -2.02446], [0.10529, -1.29340, -1.95321], [-1.25092, -0.83700, 1.52840], [-1.66409, -1.61599, -0.05122], [-2.13530, 0.04885, 0.27295], [1.21462, -1.15800, 1.34778], [2.11222, -0.30752, 0.02898], [1.46597, 1.52764, 1.86036], [-0.57335, 2.05091, 0.34100]], "atomic_forces_ev_per_a": [[-0.006, 0.051, 0.048], [0.146, -0.335, -0.496], [0.052, 0.182, 0.084], [-0.210, -0.058, -0.019], [0.369, 0.185, 0.580], [-0.689, -0.211, 0.024], [0.072, -0.030, 0.049], [-0.084, -0.087, 0.074], [-0.020, 0.095, 0.101], [0.010, 0.031, -0.159], [0.114, 0.164, -0.023], [0.085, -0.106, 0.010], [-0.076, 0.077, -0.143], [-0.171, 0.079, 0.116], [0.165, -0.025, -0.041], [0.243, -0.013, -0.205]], "lowdin_charge": [-0.039, -0.312, -0.051, -0.209, -0.219, -0.110, 0.091, 0.088, 0.105, 0.086, 0.097, 0.097, 0.125, 0.112, 0.048, 0.092]}

Entry 3:
{"formula": "C2H6N2O2S", "method": "the ωB97M-V functional and the def2-TZVPD basis", "lumo_energy_ev": 0.12, "orbital_gap_ev": 9.24, "e_tot_ev": -20078.2759, "smiles": "C/N=N/S(C)(=O)=O", "homo_ev": -9.12, "total_charge": 0, "species": ["C", "N", "N", "S", "C", "O", "O", "H", "H", "H", "H", "H", "H"], "positions_angstrom": [[-1.99991, 0.25123, -1.48987], [-0.84770, 0.05427, -0.63159], [-0.45951, 1.03667, -0.06357], [1.34096, 0.72665, 0.92897], [1.34168, -1.10397, 1.04586], [2.46360, 0.95486, 0.03731], [1.23240, 1.50463, 2.14167], [-2.51336, -0.74842, -1.63786], [-1.76274, 0.73302, -2.38283], [-2.67311, 0.97122, -0.89918], [1.23528, -1.54943, 2.06466], [0.42882, -1.20386, 0.32167], [2.21358, -1.62688, 0.56477]], "atomic_forces_ev_per_a": [[-2.994, -0.521, 2.749], [1.388, -0.138, 0.040], [1.498, 0.147, 0.576], [0.790, -0.931, -0.285], [-1.275, -0.441, -0.770], [-1.143, 0.613, -0.015], [-0.375, -0.776, -0.708], [0.663, 1.350, 0.022], [0.733, 0.508, -1.549], [0.520, -1.096, -1.082], [-0.506, 0.798, -0.825], [1.361, -0.818, 1.541], [-0.662, 1.304, 0.306]], "lowdin_charge": [-0.089, -0.162, 0.016, 0.675, -0.175, -0.360, -0.345, 0.098, 0.053, 0.105, 0.067, 0.043, 0.073]}

Entry 4:
{"formula": "C3H3N2O", "method": "the ωB97M-V functional and the def2-TZVPD basis", "lumo_energy_ev": -5.91, "orbital_gap_ev": 9.69, "e_tot_ev": -8175.6927, "homo_ev": -15.60, "total_charge": 1, "species": ["C", "C", "C", "N", "N", "O", "H", "H", "H"], "positions_angstrom": [[-0.09273, -0.64998, -0.93371], [-1.34558, -1.90054, -2.45954], [0.86573, -0.22373, -0.22600], [-0.97532, -1.15219, -1.62518], [-0.29112, 0.27683, 0.80800], [-1.71789, -2.52800, -3.34135], [1.89615, -0.29167, 0.05471], [-0.17043, 1.22178, 1.19068], [-0.59878, -0.27285, 1.49912]], "atomic_forces_ev_per_a": [[1.205, 0.910, 1.527], [-1.580, -2.490, -3.890], [-2.088, 0.968, 3.914], [-0.299, 1.744, 1.498], [3.025, 2.438, -4.858], [0.089, 0.033, 0.687], [0.360, 0.038, -0.513], [0.067, -0.128, -1.179], [-0.779, -3.515, 2.814]], "lowdin_charge": [-0.006, -0.148, 0.110, 0.273, 0.135, 0.339, 0.130, 0.127, 0.041]}

Entry 5:
{"formula": "C7H14", "method": "the ωB97M-V functional and the def2-TZVPD basis", "lumo_energy_ev": 0.96, "orbital_gap_ev": 10.82, "e_tot_ev": -7485.0701, "smiles": "CC(C)(C)C1CC1", "homo_ev": -9.87, "total_charge": 0, "species": ["C", "C", "C", "C", "C", "C", "C", "H", "H", "H", "H", "H", "H", "H", "H", "H", "H", "H", "H", "H", "H"], "positions_angstrom": [[1.78259, -0.17568, -0.41138], [0.33886, 0.34936, -0.35498], [-0.38505, -0.00652, -1.64465], [0.31949, 1.85836, -0.11869], [-0.31945, -0.21273, 0.86874], [-0.58121, -1.63931, 1.20822], [-1.73020, -0.67069, 1.09169], [2.31231, -0.01625, 0.53701], [1.80623, -1.25289, -0.62191], [2.34419, 0.33648, -1.20079], [0.14627, 0.43222, -2.49561], [-0.43227, -1.09282, -1.79394], [-1.40725, 0.38580, -1.63542], [0.82400, 2.10168, 0.82602], [0.81246, 2.39760, -0.92867], [-0.71864, 2.20076, -0.02736], [0.11599, 0.27487, 1.74791], [-0.49293, -2.51910, 0.56899], [-0.09508, -1.64163, 2.16983], [-2.25867, -0.38735, 1.99609], [-2.38164, -0.72218, 0.21889]], "atomic_forces_ev_per_a": [[0.059, 0.034, -0.039], [-0.020, 0.072, -0.069], [-0.076, 0.008, -0.102], [0.051, 0.206, -0.135], [0.197, 0.292, 0.197], [0.312, -0.030, 0.203], [-0.143, 0.201, 0.065], [-0.145, 0.045, -0.136], [-0.073, 0.203, 0.034], [-0.038, -0.062, 0.073], [-0.111, -0.087, 0.017], [0.013, 0.162, 0.029], [0.113, -0.040, -0.070], [-0.010, -0.008, -0.250], [-0.031, 0.104, -0.021], [0.174, 0.035, -0.104], [-0.187, -0.028, -0.230], [0.121, 0.503, 0.020], [-0.594, -1.458, 0.480], [0.083, 0.120, -0.112], [0.305, -0.271, 0.151]], "lowdin_charge": [-0.048, -0.608, -0.053, -0.059, -0.324, -0.114, -0.096, 0.088, 0.084, 0.083, 0.086, 0.088, 0.082, 0.085, 0.083, 0.092, 0.135, 0.107, 0.097, 0.094, 0.098]}